{"formula": "C34H96N6O16", "method": "ωB97M-V/def2-TZVPD", "species": ["C", "C", "C", "O", "C", "N", "H", "H", "H", "H", "H", "H", "H", "H", "H", "H", "H", "C", "C", "C", "O", "C", "N", "H", "H", "H", "H", "H", "H", "H", "H", "H", "H", "H", "C", "C", "C", "O", "C", "N", "H", "H", "H", "H", "H", "H", "H", "H", "H", "H", "H", "C", "C", "C", "O", "C", "N", "H", "H", "H", "H", "H", "H", "H", "H", "H", "H", "H", "C", "C", "C", "O", "C", "N", "H", "H", "H", "H", "H", "H", "H", "H", "H", "H", "H", "C", "C", "C", "O", "C", "N", "H", "H", "H", "H", "H", "H", "H", "H", "H", "H", "H", "C", "C", "O", "O", "H", "H", "H", "H", "H", "H", "C", "C", "O", "O", "H", "H", "H", "H", "H", "H", "C", "C", "O", "O", "H", "H", "H", "H", "H", "H", "C", "C", "O", "O", "H", "H", "H", "H", "H", "H", "C", "C", "O", "O", "H", "H", "H", "H", "H", "H"], "coordinates": [[-4.686692, 0.783251, -6.345078], [-3.440372, 0.264306, -5.605657], [-3.904915, -0.799742, -4.532084], [-2.852709, -1.526466, -3.948533], [-3.291082, -2.200962, -2.782960], [-2.604878, -0.286057, -6.618451], [-4.578138, 1.632148, -7.020133], [-5.278428, 1.154972, -5.508550], [-5.374435, 0.038887, -6.746352], [-2.842975, 0.998067, -5.064538], [-4.390299, -1.628325, -5.047793], [-4.612723, -0.433648, -3.788387], [-3.970750, -1.703299, -2.091251], [-2.371129, -2.533347, -2.302027], [-3.784533, -3.129409, -3.070373], [-1.891465, -0.818092, -6.140864], [-3.096861, -0.929315, -7.222000], [0.761964, 0.227671, -6.025083], [1.032071, 0.076821, -7.545411], [1.437159, -1.432732, -7.858362], [1.766367, -1.565616, -9.241740], [2.350292, -2.766783, -9.481726], [-0.229166, 0.353051, -8.323765], [0.804813, 1.251778, -5.654304], [1.568053, -0.378779, -5.612113], [-0.190473, -0.271781, -5.847591], [1.794324, 0.665950, -8.055304], [0.641480, -2.091147, -7.509794], [2.310468, -1.568204, -7.220326], [2.127201, -3.037611, -10.513704], [1.796818, -3.550480, -8.964436], [3.350449, -2.791614, -9.049101], [-0.034536, -0.385836, -8.984265], [-1.062692, 0.092866, -7.816184], [-1.459726, 0.096253, 1.805581], [-0.329846, -0.665975, 1.237182], [0.096151, -0.002726, -0.089380], [-0.754865, -0.189450, -1.171568], [-0.803450, 0.824879, -2.214438], [0.679626, -0.830901, 2.228094], [-2.338310, -0.076353, 1.183976], [-1.258623, 1.143877, 2.029511], [-1.954667, -0.285473, 2.698574], [-0.647420, -1.691918, 1.050899], [1.031132, -0.415026, -0.468742], [0.464321, 1.022527, -0.126977], [-0.944682, 0.267291, -3.140310], [0.153616, 1.243934, -2.525104], [-1.651182, 1.485806, -2.033792], [1.605589, -0.818581, 1.824917], [0.449841, -1.565646, 2.881889], [-6.636333, 1.200819, 2.541341], [-6.598686, 0.587313, 3.989441], [-5.081146, 0.209073, 4.290294], [-4.942596, -0.462727, 5.632154], [-4.913483, -1.889251, 5.761882], [-7.234656, 1.466408, 4.901268], [-5.705446, 0.889654, 2.067295], [-6.919889, 2.251376, 2.477921], [-7.454328, 0.753269, 1.976813], [-7.144475, -0.351635, 3.896761], [-4.602489, 1.188309, 4.280826], [-4.716014, -0.524707, 3.571725], [-4.047937, -2.468524, 5.440384], [-5.736330, -2.136459, 5.091140], [-4.980134, -2.226708, 6.796187], [-6.598486, 2.246042, 4.988152], [-7.248090, 0.954020, 5.771551], [3.946052, -0.832378, 6.814518], [3.649806, -1.642684, 5.542969], [3.729226, -3.194959, 5.640382], [5.120400, -3.448320, 5.682201], [5.430749, -4.834112, 5.459010], [2.186708, -1.415953, 5.273808], [4.071290, 0.249778, 6.777893], [4.909329, -1.226721, 7.138071], [3.151864, -1.010460, 7.539543], [4.262213, -1.394079, 4.676219], [3.232507, -3.536061, 4.732078], [3.229447, -3.522865, 6.551869], [5.976674, -4.725263, 4.521884], [4.589853, -5.467129, 5.175664], [6.168587, -5.059733, 6.228949], [2.135964, -0.409662, 5.343848], [1.431671, -1.786840, 5.832790], [-1.181722, 8.208254, -1.420170], [-2.260399, 7.238911, -0.778773], [-1.926826, 5.776768, -0.848598], [-2.993402, 5.079322, -0.302033], [-2.763018, 3.691919, -0.237911], [-2.476578, 7.677520, 0.582213], [-0.169754, 8.225299, -1.015511], [-1.534292, 9.209898, -1.174189], [-1.264593, 8.148686, -2.505389], [-3.227121, 7.425000, -1.246658], [-0.940228, 5.581712, -0.428267], [-1.865727, 5.539517, -1.910713], [-3.584989, 3.080990, 0.135225], [-1.953336, 3.504099, 0.467231], [-2.674015, 3.317670, -1.257772], [-2.961908, 6.861977, 0.927831], [-1.577094, 7.780184, 1.029973], [3.566659, 1.746548, 2.611306], [2.123015, 2.309509, 2.675631], [1.254583, 1.468139, 3.577514], [4.465970, 2.626896, 1.885287], [3.711324, 0.735241, 2.231268], [3.920696, 1.715112, 3.641723], [1.575550, 2.208235, 1.738544], [2.038668, 3.342266, 3.013868], [1.180797, 0.605039, 3.163734], [5.258663, 2.123345, 1.686078], [4.048434, 1.921730, -1.188730], [3.232666, 1.091142, -2.275280], [3.506748, 1.580263, -3.581536], [5.354930, 2.096840, -1.294704], [3.871311, 1.499450, -0.199583], [3.818581, 2.982498, -1.088541], [2.168140, 1.144409, -2.047143], [3.726618, 0.121577, -2.211531], [3.302512, 2.515481, -3.654051], [5.729355, 1.453851, -1.901306], [-1.055564, -0.170408, 6.253982], [-1.944586, 0.914652, 6.900827], [-2.964691, 0.125711, 7.478282], [-0.382464, -0.979354, 7.234601], [-0.234188, 0.194763, 5.637464], [-1.639675, -0.625463, 5.454086], [-2.297232, 1.528509, 6.072013], [-1.555892, 1.466695, 7.756549], [-3.518566, -0.214283, 6.771711], [-1.103606, -1.159437, 7.842156], [1.741973, -4.541955, -2.957251], [1.611514, -3.034719, -3.411010], [2.781901, -2.712600, -4.268084], [2.967872, -4.750209, -2.153390], [1.630754, -5.281685, -3.750051], [0.997491, -4.809764, -2.207501], [1.535799, -2.402276, -2.526493], [0.623304, -2.930306, -3.858964], [3.425359, -2.574584, -3.569147], [3.774507, -4.628544, -2.659490], [3.765146, -3.418399, 0.977190], [5.184115, -3.902124, 0.963590], [5.775111, -3.641650, -0.294246], [3.588072, -1.980956, 1.120621], [3.237849, -4.201377, 1.522154], [3.476361, -3.555465, -0.064887], [5.214681, -4.990168, 1.021294], [5.843515, -3.459912, 1.710409], [6.616278, -4.099563, -0.360283], [4.153109, -1.482303, 0.525926]], "atomic_forces_ev_per_a": [[-0.7, 1.0, 2.3], [-1.3, -1.1, 0.0], [-0.3, -0.8, -1.6], [0.6, 1.4, 1.3], [1.0, -1.4, -0.4], [1.2, -0.8, 0.1], [0.5, -0.3, -0.1], [-0.5, 0.5, 0.0], [0.7, -0.4, -0.4], [-0.3, 0.5, -0.1], [-1.1, 0.4, -0.7], [0.2, 0.5, 0.1], [0.3, 0.7, -0.2], [-0.1, 0.3, 0.4], [-0.4, -0.2, -0.2], [0.2, -0.4, -0.2], [-0.3, -0.1, 0.0], [1.3, -0.6, -1.5], [-2.0, -1.1, -0.6], [0.6, 2.5, 0.8], [-1.4, 1.9, 1.4], [-0.6, -1.9, 0.1], [1.7, -0.3, -0.2], [-0.2, -0.1, -0.1], [-0.1, 0.2, 0.9], [0.2, 0.3, 0.4], [0.3, 0.3, 0.8], [-0.2, -0.3, -0.3], [0.4, -0.6, -0.1], [1.2, 0.2, -0.3], [-0.1, -0.4, 0.4], [0.5, -0.2, -0.8], [-1.2, 0.3, -1.2], [0.0, 0.1, 0.3], [-2.5, 0.2, 0.5], [-0.7, -0.3, -0.6], [2.5, -0.1, -0.9], [-1.7, 0.2, -1.0], [0.1, -1.9, 0.0], [1.3, 1.3, 0.1], [0.0, 0.9, -0.9], [0.1, 0.0, -0.4], [0.9, -0.5, 0.7], [-0.6, 0.0, -1.0], [0.7, -1.0, 0.6], [-0.8, 0.8, 1.3], [-0.9, -0.3, 0.1], [0.2, 0.8, 1.1], [0.5, 0.4, -0.1], [0.3, -1.0, 0.4], [0.7, 0.0, -0.1], [-0.4, -1.1, 0.5], [1.0, -0.9, -2.4], [-1.9, -1.3, 1.5], [1.1, 1.6, 0.0], [-0.9, 0.2, -1.6], [0.1, -0.3, 0.5], [0.0, 0.7, -0.5], [0.8, 0.2, 0.4], [0.0, -0.4, 0.0], [-0.2, -0.1, 0.4], [0.8, -0.4, 0.3], [0.2, 0.4, -0.3], [0.7, 0.7, -0.7], [-0.3, -1.3, 0.6], [-0.8, 0.7, 0.1], [-0.2, 0.5, 0.5], [-0.1, 0.4, 0.6], [1.3, -1.2, 0.0], [-3.2, -0.9, 1.0], [1.2, 2.6, 0.5], [-1.1, -1.1, 0.2], [1.4, 2.0, -1.3], [0.9, 1.3, -2.0], [-0.2, 0.0, -0.8], [0.1, 0.1, 0.8], [0.2, -0.3, 0.1], [-0.2, 0.4, 0.0], [0.1, -0.4, 0.0], [-0.2, -0.3, 0.0], [0.5, -0.8, -0.2], [-0.1, -0.2, 1.0], [-0.6, -1.0, 0.1], [-0.8, 0.2, -0.3], [0.7, -0.4, 0.8], [-1.9, -0.1, 0.1], [1.4, 2.0, -0.3], [0.2, 0.6, -1.7], [-0.9, -0.6, 1.0], [-0.2, -0.2, 0.0], [-0.3, -0.2, 0.1], [0.1, -0.8, -0.2], [-0.2, 0.1, 0.0], [0.7, -0.2, 0.0], [0.1, -0.2, -0.6], [0.0, -0.3, 0.6], [0.2, -0.3, -0.4], [-0.6, 0.8, 0.3], [0.5, -0.3, -0.5], [0.9, -0.2, -0.1], [-0.1, 0.2, 1.2], [0.1, -0.2, 0.4], [0.6, 1.1, 0.6], [-1.4, -2.3, 0.4], [1.9, 2.6, 0.1], [-0.9, -0.1, 0.2], [-0.8, -0.2, -0.2], [-0.1, -0.1, 0.3], [0.5, 0.4, -0.5], [0.4, -0.2, 0.1], [-0.4, -0.8, -0.5], [0.1, 0.1, 0.0], [-4.1, 0.5, 0.9], [2.3, 2.2, 0.8], [0.0, -0.6, -0.2], [4.7, -0.9, -1.6], [-0.8, -0.4, 0.1], [-1.9, 0.1, -0.1], [0.1, -0.5, 0.2], [-0.7, -0.5, -0.3], [-0.1, 0.1, 0.2], [0.4, -0.1, -0.1], [2.3, 1.8, -0.2], [0.3, -1.9, -0.6], [-0.6, 0.2, 1.0], [-1.3, 0.1, -0.9], [0.2, 0.7, 0.2], [-0.6, -1.0, 0.5], [-0.2, 0.5, 0.2], [0.6, 0.2, -0.5], [-0.5, 0.1, -0.3], [-0.1, -0.4, 0.6], [1.1, 0.9, 1.3], [0.6, -2.1, 0.0], [-2.1, -0.1, 1.3], [-1.1, 0.2, -0.6], [0.4, 0.3, -0.3], [-0.4, 0.4, -0.2], [0.5, 0.1, 0.1], [0.4, 0.2, -0.9], [0.6, 0.2, -0.3], [-0.1, 0.0, -0.4], [1.1, 0.5, -2.8], [1.1, -0.4, -0.1], [0.1, 0.9, -1.2], [-0.7, -0.7, 1.9], [-0.9, 1.4, 1.0], [-0.3, -0.7, -0.1], [-0.4, -0.2, 0.8], [-0.3, 0.0, 0.6], [0.0, 0.1, 0.1], [0.3, -0.6, -0.3]], "charge": 0, "lumo_energy_ev": 0.147, "relative_energy_kcal_mol": 179.2, "max_force_ev_per_a": 5.037, "e_tot_ha": -2884.9106}